A structure of composition C38H72BNO76S17 in a non-equilibrium geometry. Source: the OMol25 dataset; level of theory: ωB97M-V/def2-TZVPD.

The LUMO energy comes out at -0.781 eV. For the total energy, the calculation gives -382526.1594 eV. The value obtained for the energy above the lowest of the compared OMol25 structures with the same formula, charge and spin is 70.5 kcal/mol.

```
! wB97M-V def2-TZVPD RIJCOSX def2/J DEFGRID3
* xyz 0 1
C -2.68982 5.61252 6.37964
H -0.47734 0.58652 -3.20702
O 0.96133 0.30062 1.31310
O -3.11221 -5.73228 -1.76787
S -0.09350 -4.06543 5.11137
C 7.51013 3.41204 -0.73523
O -1.71577 -5.79774 -5.33070
O -1.24935 0.27060 0.69404
H -4.21802 2.15346 -1.29332
S 3.79317 1.02076 5.11205
C 2.59783 3.20252 -0.99665
H -2.00203 -1.17161 5.04183
H 2.40815 4.63916 4.00716
O -0.19557 -1.88216 1.36086
O 1.25377 3.48907 -0.75564
H -6.08764 -1.46670 1.62970
H -0.93294 -6.29278 -7.51837
O 5.25999 3.78373 1.78751
C 3.19379 4.55137 -1.54876
C 6.53440 -0.83731 -3.12078
O -4.64834 -0.37673 -1.80896
H -3.07385 -2.04713 2.03484
C 5.53790 -6.17903 0.71777
H -6.40819 -1.20781 -2.10144
O 0.56236 5.34810 0.91565
O -1.25227 -3.96652 6.00964
H -3.19203 3.32131 -0.52752
H -3.60939 -6.04642 -5.97943
H -4.67843 4.34034 4.45587
O 2.77745 1.90711 4.59416
O -4.61540 -0.13661 -4.16319
C 0.40696 0.69816 -3.83444
H 4.24410 4.84284 -1.54907
O 0.98831 -2.82646 -1.81888
C -1.97292 -0.20632 5.54726
O -1.81156 0.86258 -6.00628
H -3.24065 6.93021 0.96668
H 3.57986 4.26536 2.75031
H 2.14534 3.50113 3.12883
O 1.05248 2.33947 2.33518
O 0.05554 5.45990 -1.61855
H -3.08764 7.16774 4.75818
C 0.66873 -2.17985 -0.80407
O 4.62570 -7.22761 1.00512
O -4.44823 1.53615 4.35191
C -2.59761 -6.37697 -6.21424
O 6.18007 -1.13091 -1.86769
C -0.86347 0.68085 4.93520
O 7.27845 4.96829 2.50111
H -5.99661 5.29833 3.79687
S -1.06831 1.24525 7.41689
O -0.08239 2.21796 -7.31797
H 4.62798 -4.14716 1.33951
H 6.86363 -1.80352 -3.50305
O -0.52903 -4.11913 3.54728
H -0.10434 0.17854 4.33560
O 7.56679 3.29012 0.66861
H -2.63857 5.94614 7.41607
H -0.28605 -1.14437 -4.38941
O -3.66815 -2.84488 0.40856
O -1.32336 -7.39894 -2.41738
O 3.42042 -5.32054 0.21827
H 0.63859 -6.70386 3.30292
S 4.62110 -3.98446 -6.51739
O 4.73889 -2.81242 -7.32644
H -3.07865 2.35902 -3.36302
H 0.00275 -5.78645 -2.44855
C -2.97395 3.20772 -2.68712
C 3.20293 -1.18418 3.96660
H -5.80762 1.39338 -3.61123
O 4.47105 -0.12333 -0.28828
H 7.12746 5.02545 -1.95054
B 0.00531 -0.57378 0.63787
O -6.64308 0.76084 3.54733
H -3.91140 4.00998 2.29755
H -6.69323 0.01760 -4.22924
H 3.62662 -2.15548 4.22186
C -0.05827 -6.33735 4.05669
O 4.88374 0.48384 4.05163
O 4.44535 1.33171 6.38328
C -5.52525 4.31589 3.77001
H 2.92724 -6.98807 -7.00062
H 1.78455 -5.64217 -5.67899
O -5.40208 6.04237 -3.18853
S -0.44923 1.34179 -6.16782
O 2.15063 -7.52521 0.68481
O -5.41386 2.66613 2.26359
O 0.96351 -3.02919 5.22029
H 3.75099 0.31714 2.45158
O -1.30076 6.13466 4.64438
O -2.15735 -3.19434 -5.33204
H 4.92731 -1.25570 -4.51769
O 5.65363 -4.16884 -5.49578
O -3.95679 -5.35494 1.11679
H -1.89429 -4.90293 -3.09436
S 4.61082 -0.85694 -1.54245
C -5.96072 -0.21512 -2.15069
O 3.85437 -2.09388 -1.76473
O -1.98623 2.19508 1.76229
H -2.95766 0.21035 5.75887
H 4.85905 -4.23692 -0.38752
C -2.29702 6.74005 5.37470
H -3.67070 5.20129 6.14121
H 5.00357 -0.88310 2.58347
O 0.52653 -5.60753 5.03392
C 5.32381 -0.44971 -3.90021
O -1.53792 -0.26730 6.87737
C -0.86505 -6.16080 -1.90550
S -0.50086 8.58355 2.36224
H -1.04791 -5.60352 2.23144
H 5.51095 0.42352 -4.52515
O -3.29955 6.14231 -1.75175
O 0.29232 4.07640 4.82847
O -3.44348 4.29272 -3.32575
O -4.10446 -2.47082 -3.19025
H 7.36779 -0.16034 -3.30865
H -1.34380 8.71988 -0.60117
H -5.36803 -1.82620 3.15124
C -5.00115 3.99074 2.31095
O -5.54194 -4.29974 -0.49691
C 4.74022 -4.84468 0.50946
H -6.39898 0.58628 -1.55588
O 3.01332 -6.16168 2.61603
C 0.51820 -0.50153 -4.74726
H -2.42821 -6.21984 -8.54208
C 0.28359 -2.86989 0.55052
C -5.25643 -2.00746 2.08222
O 3.03474 -0.46608 5.18892
H -1.92826 3.26135 -2.38421
H 2.03823 4.93347 2.43799
O 3.17117 -4.20153 -5.68659
H 1.47119 -1.01709 -4.62845
S 6.54151 4.39027 1.35791
O 2.47503 5.53956 -0.91301
S -1.08728 4.52389 4.86036
O -0.16882 1.12640 8.57708
O -1.99774 3.84123 3.98762
C 2.84095 -5.52959 -5.43519
C 4.22167 -0.37602 3.14879
H -0.73751 -7.05448 4.51762
H -3.74374 -0.85111 0.89754
S -5.69609 1.85265 3.67566
O 4.30167 -5.42522 -7.29224
H 6.69268 2.79642 -1.11057
H -2.67288 -7.43560 -5.96578
O -0.22661 1.41031 5.97621
H -5.54896 4.36492 1.44609
O -5.51567 -3.43872 1.89296
H -2.86668 9.21797 -0.01701
H 4.35284 -6.94848 -6.02567
H 2.30384 -1.07170 3.36071
S 0.93536 5.10637 -0.49517
O -0.00915 -3.89373 -6.14082
C -1.96908 8.68165 0.29084
H 2.38786 2.35079 -1.64361
O 0.53686 0.01538 -6.05507
H 3.04377 -5.77869 -4.39359
C 7.42347 4.88116 -0.91148
H -2.08502 -5.41037 3.62139
H -1.92903 -4.26242 -1.40791
C -2.21734 7.30363 0.92777
S -4.33921 5.34871 -2.40358
H 5.85327 -6.24049 -0.32380
O -3.44898 -7.45759 -3.70509
O -0.47465 9.22892 3.69830
O -2.40171 -0.67963 -3.00903
H -1.91847 7.62219 5.89104
O 0.56506 -4.00887 0.83383
O -4.77620 4.06615 -1.44965
O -6.26743 3.24505 4.39776
C -1.04105 -5.44633 3.31002
H 8.41573 5.17570 -0.56975
H -0.76959 -6.15026 -0.81974
O -1.84734 7.50386 2.27196
C -3.91644 -1.81057 1.38508
O 6.42885 5.31040 0.01847
H 6.38573 -6.12267 1.40048
O -3.49917 -8.32325 -1.29126
C -1.10340 1.37712 1.39566
S 3.11591 -6.63252 1.24848
H 1.28166 0.80493 -3.19289
S -1.40664 -4.24950 -5.99280
O -1.61488 4.71281 6.40958
C -1.96970 -5.96337 -7.58705
C -5.81171 0.30431 -3.65584
O 4.46525 0.05361 -2.90089
C -3.76483 3.13448 -1.43588
O -1.90847 -4.53779 -7.51513
C 3.56984 -6.31155 -6.43714
H -1.34018 1.36904 4.23717
H 3.11266 2.65363 -0.20813
O 0.70199 7.86437 1.93812
O 0.31114 1.77484 -4.78420
S -3.75482 -1.09220 -3.05652
O -1.29688 9.49178 1.26085
C -1.91712 -5.15456 -2.03404
H 2.96048 4.83206 -2.57584
O 0.43913 -0.89666 -0.76235
C 0.41508 1.43735 1.74068
O -2.22965 2.21145 7.44296
S -4.68746 -4.17929 0.66369
H 8.39224 3.08829 -1.28764
S -3.02427 -7.33453 -2.26115
N 2.62408 4.38723 3.05321
H -1.55470 6.61142 0.40831
*
```